(1)
Molecular formula: C4H12NOS
Method: DFT, ωB97M-V/def2-TZVPD

Summary:
- gap between HOMO and LUMO (eV) = 9.28
- E_LUMO (eV) = -3.39
- calculated total energy (eV) = -18708.068
- charge = +1
- energy above the lowest of the compared OMol25 structures with the same formula, charge and spin (eV) = 0.9987

Element x y z (Å)
N: 0.86499 -1.60919 -0.60598
C: 0.27688 -0.17604 -0.31553
C: -0.21656 0.50148 -1.58570
O: 0.82743 0.36911 -2.58977
C: -0.66948 -0.33605 0.85933
C: -0.84805 0.93932 1.65855
S: 0.70866 1.40052 2.49331
H: 1.40040 -1.62449 -1.47372
H: 0.08388 -2.28414 -0.62139
H: 1.59529 -1.87865 0.00216
H: 1.23146 0.34762 -0.02450
H: -0.34259 1.60971 -1.36449
H: -1.09821 0.01667 -1.95327
H: 0.73354 0.86535 -3.41459
H: -1.65934 -0.51589 0.38561
H: -0.33561 -1.17382 1.28212
H: -1.22231 1.82464 1.14737
H: -1.56514 0.67418 2.41652
H: 0.23477 1.04967 3.70396

Löwdin population analysis, charges in e, atoms 1 to 6: number 1, N, carries 0.240; number 2, C, carries -0.274; number 3, C, carries -0.164; number 4, O, carries -0.072; number 5, C, carries -0.232; number 6, C, carries -0.518

(2)
Molecular formula: C3H8NO
Method: DFT, ωB97M-V/def2-TZVPD

Summary:
- gap between HOMO and LUMO (eV) = 6.06
- E_LUMO (eV) = -5.89
- calculated total energy (eV) = -6766.321
- charge = +1
- energy above the lowest of the compared OMol25 structures with the same formula, charge and spin (eV) = 4.8489

Element x y z (Å)
C: 2.17883 0.11741 -0.80502
N: 1.70651 0.36244 0.35103
H: 3.13772 -0.40898 -0.81463
H: 1.73063 0.27426 -1.78434
H: 0.71684 0.54174 0.56899
H: 2.33453 0.55182 1.12691
C: -1.72010 -1.15386 0.18953
C: -1.45196 0.12775 -0.14902
O: -1.33466 1.12092 0.84174
H: -1.07758 -2.03821 0.15970
H: -2.73913 -1.54082 0.36697
H: -1.24794 0.60498 -1.11663
H: -2.23369 1.44056 1.06475

Löwdin population analysis, charges in e, atoms 1 to 6: number 1, C, carries 0.171; number 2, N, carries 0.214; number 3, H, carries 0.131; number 4, H, carries 0.131; number 5, H, carries 0.106; number 6, H, carries 0.168